1.
DFT (ωB97M-V/def2-TZVPD) results for C39H54N5O12SSi2Sn as an isolated structure in a non-equilibrium geometry.

Geometry as XYZ:
```
114
Properties=species:S:1:pos:R:3:lowdin_charge:R:1
Sn 0.2883 1.0453 -0.6474 1.17
O 0.0621 -1.7506 -4.4806 0.01
C 0.1246 -0.6061 -3.7030 -0.48
O -0.9497 -0.3618 -2.9537 -0.20
C 1.2850 0.0640 -3.5865 -0.17
C 2.5737 -0.3322 -4.2711 -0.02
C 3.6309 0.5055 -4.2922 -0.12
C 3.5414 1.7390 -3.5996 -0.08
C 2.4859 1.9053 -2.7700 -0.26
N 1.3776 1.1568 -2.6208 -0.04
C 2.4693 2.9632 -1.6606 -0.40
O 3.4441 3.8820 -1.5874 0.15
O 1.6171 2.8822 -0.7817 -0.10
H -0.0228 -2.5952 -3.9826 0.12
H 2.5641 -1.3159 -4.8248 0.12
H 4.5406 0.1553 -4.8234 0.11
H 4.4884 2.2615 -3.4974 0.10
H 3.9898 3.7828 -2.3719 0.09
C 0.4455 -4.1582 2.2443 -0.05
C -0.2652 -2.8471 1.9788 -0.62
C -1.3069 -3.1763 0.9276 -0.04
C -0.7873 -2.4077 3.3295 -0.04
O 0.5575 -1.7684 1.4185 -0.19
Si 2.1941 -1.4546 1.4520 -0.15
S 2.5041 0.4753 0.7322 0.33
O 2.9931 -2.7648 0.7793 -0.18
C 3.4800 -3.1409 -0.5508 -0.65
C 4.7058 -2.3465 -0.9094 -0.04
C 2.3092 -2.9075 -1.5047 -0.01
C 3.9325 -4.5824 -0.4583 -0.04
O 2.5321 -1.5344 3.0449 -0.15
C 3.6837 -1.4868 3.9060 -0.65
C 4.6437 -2.5197 3.4004 -0.04
C 4.3210 -0.1020 3.8805 -0.06
C 3.3177 -1.6725 5.3722 -0.04
H -0.2982 -4.8913 2.6667 0.10
H 1.2488 -4.0663 2.9765 0.08
H 0.9011 -4.5443 1.3127 0.08
H -2.1062 -3.8795 1.3223 0.10
H -0.8573 -3.7205 0.0720 0.08
H -1.8631 -2.2769 0.5956 0.08
H -1.4352 -3.0907 3.8730 0.09
H -1.2378 -1.4314 3.2747 0.07
H 0.0388 -2.3234 3.9869 0.06
H 4.4309 -1.2876 -1.0231 0.08
H 5.2439 -2.7520 -1.7453 0.08
H 5.3767 -2.3959 -0.0756 0.07
H 1.9012 -1.9405 -1.2474 0.06
H 1.5755 -3.7084 -1.4048 0.08
H 2.7444 -2.9747 -2.5253 0.10
H 4.6714 -4.5488 0.4054 0.11
H 4.4427 -4.8913 -1.3817 0.08
H 3.0830 -5.2611 -0.2374 0.09
H 4.9749 -2.3064 2.3788 0.07
H 4.2130 -3.5120 3.3363 0.08
H 5.5446 -2.5264 4.0602 0.10
H 4.5484 0.2832 2.8451 0.07
H 5.2697 -0.0904 4.4474 0.08
H 3.6145 0.6227 4.3480 0.09
H 3.2380 -2.7369 5.6589 0.09
H 2.3755 -1.1581 5.5470 0.09
H 4.0923 -1.2527 6.0099 0.08
C 0.4183 1.7719 3.5444 0.01
C -0.3952 2.7692 2.6719 -0.33
N -0.3901 2.6945 1.3593 0.08
C -1.3141 3.6506 0.9616 -0.12
C -1.8651 4.2338 2.0487 -0.10
N -1.3068 3.6345 3.1575 0.19
C -2.6822 5.4206 2.2938 -0.49
O -3.3368 5.9181 1.2710 0.13
O -2.7498 5.8878 3.4160 0.07
C -1.7164 3.8257 -0.4776 -0.59
O -2.5937 4.6793 -0.7225 0.01
O -1.0975 3.1447 -1.3155 -0.10
H 1.4696 2.0545 3.6383 0.07
H 0.3558 0.7429 3.2300 0.05
H -0.0136 1.7387 4.5869 0.09
H -1.5522 3.8500 4.1091 0.17
H -3.0816 5.4353 0.4428 0.02
C -4.4881 -1.7544 2.7965 -0.10
N -4.6909 -0.3718 3.2673 0.01
C -3.6122 0.4839 3.0638 -0.63
N -3.0215 0.3921 1.8562 0.21
O -3.2634 1.2755 3.9574 0.00
H -5.2237 -2.4874 3.1088 0.07
H -3.4952 -2.1472 3.0433 0.05
H -4.5659 -1.8780 1.6672 0.08
H -5.0372 -0.2582 4.2151 0.12
H -3.5257 0.1271 1.0436 0.04
H -2.2293 1.0910 1.6844 0.12
C -1.8808 3.3864 -6.7577 -0.09
C -1.1887 3.5220 -5.5596 -0.07
C -1.3229 2.5128 -4.6599 -0.07
C -2.1725 1.3835 -4.8507 -0.25
C -2.8527 1.2600 -6.0622 -0.10
C -2.6519 2.2635 -7.0125 -0.10
Si -2.4419 0.0910 -3.6176 0.63
C -3.4463 0.6597 -2.2152 -0.25
C -3.6307 2.0095 -2.0121 -0.09
C -4.5033 2.4211 -1.0341 -0.05
C -5.2830 1.5162 -0.2720 -0.07
C -5.1726 0.1865 -0.5422 -0.15
C -4.2583 -0.2581 -1.4909 -0.09
H -1.7719 4.1800 -7.4992 0.10
H -0.5606 4.3774 -5.4384 0.10
H -0.8316 2.4937 -3.6952 0.09
H -3.5711 0.4247 -6.2588 0.11
H -3.1753 2.2021 -7.9456 0.09
H -3.0456 -1.1047 -4.2328 0.03
H -3.1114 2.7782 -2.5818 0.10
H -4.7497 3.4723 -0.8854 0.11
H -5.9893 1.8654 0.4461 0.10
H -5.7514 -0.5731 -0.0601 0.09
H -4.1341 -1.3199 -1.7467 0.10
```

Summary:
DFT total energy	-3887.0968	a.u.
strongest force on any atom	3.34	eV Å⁻¹
net charge	-1
orbital gap (spin up / spin down)	6.41 / 6.41	eV
HOMO (spin up / spin down)	-4.146 / -4.145	eV
LUMO energy (spin up / spin down)	2.26 / 2.26	eV
2S+1	1

=====

2.
DFT (ωB97M-V/def2-TZVPD) results for a 9-piece molecular cluster, C39H55N9O13 overall in a non-equilibrium geometry.

Geometry as XYZ:
```
116
Properties=species:S:1:pos:R:3:lowdin_charge:R:1
O -0.0314 4.5307 6.3453 0.03
N 0.6377 3.8274 5.5580 -0.38
O 0.1892 2.9812 4.8951 0.09
C 1.9753 4.5053 5.2559 -0.05
C 2.9454 3.8177 4.2838 0.01
C 4.2531 4.4480 3.8708 0.00
C 4.7655 5.5039 4.8621 -0.08
C 3.9677 6.1064 5.8374 -0.08
C 2.5147 5.7058 6.1213 0.08
H 2.5383 2.9380 3.7291 0.07
H 4.7283 3.8405 3.0639 0.06
H 5.8114 5.7486 4.8455 0.08
H 4.5201 6.8780 6.3940 0.09
H 1.8017 5.9994 6.8563 0.07
O 0.6408 -1.1490 6.2204 0.01
N 0.5867 -1.4052 4.9187 -0.33
O 1.5364 -1.7684 4.2261 0.06
C -0.6750 -1.2617 4.2747 -0.06
C -0.8520 -1.6320 2.7533 0.09
C -2.2277 -1.5810 2.1374 -0.03
C -3.4046 -1.1308 2.8702 -0.07
C -3.3168 -0.7630 4.2582 -0.04
C -1.9695 -0.6966 4.9667 0.11
H 0.0139 -1.8315 2.1996 0.05
H -2.3345 -1.8280 1.1493 0.04
H -4.3975 -1.2303 2.3630 0.11
H -4.1996 -0.4243 4.7196 0.07
H -1.8178 -0.4607 5.8698 0.00
O 4.9229 2.9369 1.0548 -0.02
N 5.1480 3.9718 0.2803 -0.34
O 5.5919 4.9932 0.7491 0.08
C 4.5897 3.9660 -1.0309 -0.08
C 4.9315 5.1856 -2.0109 0.04
C 4.4277 5.3020 -3.5083 -0.01
C 3.5957 4.1030 -3.9904 -0.08
C 3.3434 2.9657 -3.2263 -0.07
C 3.9501 2.7767 -1.8640 0.06
H 5.6146 6.0684 -1.5995 0.12
H 4.6406 6.3278 -4.1428 0.14
H 3.5754 4.0200 -5.0024 0.05
H 2.7956 2.1112 -3.5033 0.08
H 3.7998 1.8477 -1.3002 0.07
O -1.9521 -7.1964 1.6216 -0.04
N -1.6113 -6.0359 1.0114 -0.29
O -1.1557 -5.0691 1.5713 0.08
C -1.9504 -6.0149 -0.4970 -0.08
C -3.0158 -6.9280 -1.0538 0.01
C -3.3297 -6.9305 -2.5179 0.02
C -2.8679 -5.5845 -3.2592 -0.04
C -2.0581 -4.5768 -2.6610 -0.13
C -1.6856 -4.7242 -1.2155 0.01
H -3.2378 -7.7287 -0.3477 0.09
H -3.8527 -7.6773 -2.9016 0.02
H -3.3490 -5.4491 -4.3794 0.14
H -1.8069 -3.5633 -3.1386 0.09
H -0.9920 -3.7385 -0.9799 0.13
C 3.8915 -2.8682 -1.7434 -0.02
N 3.1091 -3.6351 -2.8578 -0.14
C 1.7943 -4.1094 -2.4663 -0.08
C 3.7212 -3.7631 -4.0450 -0.33
O 3.1991 -4.3199 -5.0681 -0.06
H 3.4586 -2.8298 -0.7537 0.05
H 4.0988 -1.8003 -1.9406 0.08
H 4.8301 -3.4307 -1.5685 0.08
H 1.0003 -3.6155 -1.7953 0.08
H 1.7892 -5.1517 -2.1188 0.10
H 0.9597 -4.1539 -3.1599 0.06
H 4.8777 -3.3249 -4.0706 0.18
C -2.0734 3.1193 2.6422 -0.03
N -3.3300 3.2519 1.7364 -0.14
C -3.0846 3.9123 0.4934 -0.04
C -4.4804 2.7349 2.1554 -0.31
O -5.5741 2.9136 1.4769 -0.09
H -2.2413 3.1098 3.7399 0.08
H -1.3992 3.9113 2.6978 0.04
H -1.4039 2.2412 2.3789 0.09
H -3.6055 4.7164 0.6134 0.03
H -3.5026 3.5499 -0.4134 0.09
H -2.0293 4.2378 0.4537 0.11
H -4.6125 2.2820 3.1847 0.14
C -6.2229 -0.2647 -1.3515 -0.03
N -4.7665 -0.6102 -1.4538 -0.16
C -4.5230 -1.7559 -2.3007 -0.03
C -3.9103 0.1437 -0.8171 -0.42
O -2.7741 0.0089 -1.0179 0.02
H -6.5164 0.4874 -2.2236 0.13
H -6.2870 0.3634 -0.5406 0.03
H -6.9475 -1.0322 -1.3108 0.07
H -4.3763 -1.3664 -3.3114 0.08
H -5.3370 -2.3742 -2.4757 0.06
H -3.5689 -2.2774 -1.9951 0.10
H -4.2190 0.9807 -0.0261 0.16
C 1.4844 1.7747 0.6806 -0.03
N 1.4563 0.3299 0.4706 -0.17
C 2.6351 -0.4472 1.0499 0.00
C 0.4343 -0.3014 -0.1315 -0.30
O 0.5060 -1.5340 -0.4392 -0.09
H 0.7171 2.1665 0.1528 0.04
H 2.4417 2.1220 0.5893 0.01
H 1.2458 2.0190 1.9536 0.16
H 2.6211 -0.1198 2.1647 0.11
H 3.5318 0.0601 0.5979 0.09
H 2.6854 -1.4973 0.9309 0.05
H -0.5708 0.2718 -0.2903 0.15
C 0.7793 -1.9262 -5.1316 -0.04
N -0.6135 -1.7363 -4.5829 -0.18
C -0.8022 -0.8885 -3.4765 -0.09
C -1.5696 -2.0964 -5.4591 -0.24
O -2.8715 -1.8904 -5.1651 -0.13
H 0.8210 -3.0048 -5.2387 0.06
H 1.6640 -1.9129 -4.5320 0.06
H 0.9909 -1.4607 -6.1233 0.10
H -1.7118 -0.3174 -3.3059 0.08
H -0.1102 -0.0759 -3.5415 0.08
H -0.7008 -1.2469 -2.3853 0.09
H -1.2693 -2.5962 -6.5376 0.18
```

Summary:
DFT total energy	-2988.8603	a.u.
strongest force on any atom	11.34	eV Å⁻¹
SMILES string	O=[N+]([O-])c1ccccc1.O=[N+]([O-])c1ccccc1.O=[N+]([O-])c1ccccc1.O=[N+]([O-])c1ccccc1.CN(C)C=O.CN(C)C=O.CN(C)C=O.CN(C)C=O.CN(C)C=O
orbital gap	6.94	eV
HOMO	-9.176	eV
LUMO energy	-2.24	eV
2S+1	1

=====

Q: Number 2 is which compound?
A: C39H55N9O13

=====

Q: strongest force on any atom of number 1 (C39H54N5O12SSi2Sn)?
A: 3.34 eV Å⁻¹